1.
The following is a DFT calculation (ωB97M-V with the def2-TZVPD basis set) of a cluster of 2 separate species, C6H9NO3 in total in a non-equilibrium geometry.

XYZ file:
```
19
Properties=species:S:1:pos:R:3:mulliken_charge:R:1
C -2.155 1.444 0.002 -0.727
C -1.929 0.243 -0.512 -0.240
C -1.165 -0.737 0.252 0.854
C -1.279 -2.140 -0.380 -1.099
O -0.658 -0.476 1.334 -0.606
H -2.873 2.215 -0.310 0.262
H -1.659 1.623 0.814 0.333
H -2.354 0.044 -1.475 0.296
H -2.084 -2.363 -1.029 0.374
H -1.161 -2.863 0.466 0.301
H -0.376 -2.011 -1.044 0.246
C 2.237 1.278 0.754 -1.169
C 1.720 0.365 -0.378 0.851
O 0.711 0.591 -1.053 -0.495
N 2.796 -0.384 -0.577 0.057
O 3.160 -1.402 -0.033 -0.301
H 1.734 2.263 0.757 0.316
H 3.339 1.487 0.768 0.399
H 1.998 0.824 1.645 0.348
```

Frontier orbital gap (eV): 8.64
Energy above the lowest of the compared OMol25 structures with the same formula, charge and spin (kcal per mole): 126.3
E_HOMO (eV): -9.67
Calculated total energy (Ha): -514.3116
Net charge: 0

2.
The following is a DFT calculation (ωB97M-V with the def2-TZVPD basis set) of the ion C6H9NO6P2 with charge -2 in a non-equilibrium geometry.

XYZ file:
```
24
Properties=species:S:1:pos:R:3:mulliken_charge:R:1
O 2.050 2.950 -2.034 -0.645
C 1.217 2.432 -1.376 0.452
O 1.059 2.727 -0.048 -0.545
C 0.239 1.348 -1.801 -0.098
N -0.003 0.465 -0.696 0.146
C -1.228 -0.324 -0.747 -0.532
C -2.472 0.594 -0.697 0.458
O -2.468 1.597 -1.432 -0.765
O -3.294 0.194 0.149 -0.717
P -1.226 -1.600 0.601 -0.198
P 0.634 -0.161 1.685 -0.182
C 1.066 -0.340 -0.120 -0.558
C 1.265 -1.859 -0.756 0.540
O 1.309 -1.840 -2.007 -0.711
O 1.392 -2.755 0.065 -0.609
H 0.294 2.174 0.296 0.351
H 0.688 0.873 -2.693 0.189
H -0.750 1.814 -2.048 0.336
H -1.274 -0.778 -1.687 0.494
H -2.442 -1.532 1.078 0.041
H -1.737 -2.688 -0.123 0.024
H 1.900 0.558 2.169 0.018
H 1.130 -1.492 2.225 0.009
H 1.908 0.401 -0.409 0.503
```

Frontier orbital gap (eV): 6.99
Energy above the lowest of the compared OMol25 structures with the same formula, charge and spin (kcal per mole): 3.4
E_HOMO (eV): -1.04
Calculated total energy (Ha): -1422.9089
Net charge: -2

3.
The following is a DFT calculation (ωB97M-V with the def2-TZVPD basis set) of the molecule C6H9NOS in a non-equilibrium geometry.

XYZ file:
```
18
Properties=species:S:1:pos:R:3:mulliken_charge:R:1
C -1.994 -0.040 0.701 -0.189
C 0.766 -0.218 -1.691 -0.262
C -0.597 0.537 -1.297 -1.115
C 0.564 -1.518 -0.978 -0.512
C -0.806 0.445 0.179 0.969
C -0.300 1.293 2.994 -0.801
N -2.948 -0.464 1.154 -0.440
O 0.172 -1.381 0.380 -0.529
S 0.043 1.590 1.224 -0.017
H 0.784 -0.405 -2.851 0.278
H 1.615 0.327 -1.256 0.289
H -0.615 1.678 -1.669 0.311
H -1.545 0.237 -1.674 0.456
H -0.107 -2.261 -1.501 0.267
H 1.438 -2.053 -0.866 0.384
H -0.073 0.343 3.278 0.327
H -1.456 1.537 3.126 0.267
H 0.381 2.014 3.606 0.318
```

Frontier orbital gap (alpha / beta) (eV): 8.54 / 8.54
Energy above the lowest of the compared OMol25 structures with the same formula, charge and spin (kcal per mole): 64.7
E_HOMO (alpha / beta) (eV): -9.14 / -9.14
Calculated total energy (Ha): -762.0654
Net charge: 0

4.
The following is a DFT calculation (ωB97M-V with the def2-TZVPD basis set) of the molecule C6H9NS in a non-equilibrium geometry.

XYZ file:
```
17
Properties=species:S:1:pos:R:3:mulliken_charge:R:1
N -3.133 -0.475 0.046 -0.613
C -1.765 -0.294 -0.352 0.246
C -1.329 1.105 -0.205 -0.366
C -0.074 1.287 0.026 -0.763
C 0.627 -0.015 0.193 0.987
C 1.722 0.114 1.176 -1.057
S 2.316 -0.252 -0.654 -0.185
C -0.497 -1.017 0.264 -0.878
H -3.455 -0.434 1.030 0.233
H -3.694 0.263 -0.602 0.267
H -1.738 -0.508 -1.334 0.243
H -2.147 1.838 -0.296 0.231
H 0.645 2.021 0.219 0.445
H 2.043 -0.816 1.720 0.286
H 2.154 1.092 1.563 0.263
H -0.403 -1.947 -0.162 0.367
H -0.644 -1.232 1.389 0.293
```

Frontier orbital gap (eV): 9.49
Energy above the lowest of the compared OMol25 structures with the same formula, charge and spin (kcal per mole): 64.0
E_HOMO (eV): -8.70
Calculated total energy (Ha): -686.8609
Net charge: 0

5.
The following is a DFT calculation (ωB97M-V with the def2-TZVPD basis set) of the molecule C6H9NS in a non-equilibrium geometry.

XYZ file:
```
17
Properties=species:S:1:pos:R:3:mulliken_charge:R:1
C 0.051 2.357 -0.422 0.162
C 0.184 1.151 -0.385 -0.552
C 0.376 -0.281 -0.490 0.343
C -0.603 -1.237 -0.402 -0.528
S -2.375 -1.060 -0.221 -0.086
C -2.695 0.608 0.516 -0.791
C 1.789 -0.853 -0.525 -0.558
N 2.495 -0.465 0.714 -0.575
H 0.050 3.413 -0.631 0.436
H -0.358 -2.285 -0.281 0.266
H -3.724 0.561 0.943 0.309
H -2.590 1.339 -0.321 0.234
H -1.978 0.878 1.275 0.309
H 1.664 -1.969 -0.717 0.288
H 2.363 -0.494 -1.411 0.298
H 1.954 -0.726 1.548 0.228
H 3.396 -0.938 0.811 0.218
```

Frontier orbital gap (eV): 8.83
Energy above the lowest of the compared OMol25 structures with the same formula, charge and spin (kcal per mole): 65.9
E_HOMO (eV): -8.15
Calculated total energy (Ha): -686.8577
Net charge: 0

6.
The following is a DFT calculation (ωB97M-V with the def2-TZVPD basis set) of the molecule C6H9NS in a non-equilibrium geometry.

XYZ file:
```
17
Properties=species:S:1:pos:R:3:mulliken_charge:R:1
C -1.041 -0.607 -0.316 0.537
C 2.450 -0.197 0.279 -0.799
C 1.593 0.819 0.260 0.133
C -1.736 1.586 -0.293 -0.351
C 0.497 0.754 1.167 -0.803
C -0.811 -2.041 -0.592 -0.998
N -1.827 0.240 -0.613 -0.381
S -0.632 2.024 1.203 -0.129
H 3.258 -0.328 -0.426 0.272
H 2.253 -1.077 0.962 0.208
H 1.499 1.568 -0.458 0.385
H -1.329 2.077 -1.328 0.242
H -2.721 2.080 -0.134 0.335
H 0.672 0.334 2.128 0.478
H -0.276 -2.357 -1.536 0.261
H -1.721 -2.611 -0.508 0.331
H -0.128 -2.264 0.206 0.277
```

Frontier orbital gap (alpha / beta) (eV): 7.43 / 7.44
Energy above the lowest of the compared OMol25 structures with the same formula, charge and spin (kcal per mole): 97.3
E_HOMO (alpha / beta) (eV): -7.29 / -7.29
Calculated total energy (Ha): -686.8078
Net charge: 0

Q: What is the net charge in the second record?
A: -2

Q: Which of these has the lowest net charge?
A: C6H9NO6P2